One molecule with the formula C2HCl2O2P at a distorted geometry. Source: the OMol25 dataset; level of theory: ωB97M-V with the def2-TZVPD basis set.

Each line ends with the natural charge from an NBO analysis.
Atoms and positions in Å:
C 0.03 -0.20 0.88  -0.466
C 0.51 0.36 -0.36  0.088
O 0.65 -0.42 -1.33  -0.275
O -0.78 -1.97 -0.81  -0.880
P -1.12 -1.46 0.47  1.379
Cl -0.11 0.79 2.23  0.160
Cl -0.61 1.99 -0.91  -0.293
H 1.43 0.90 -0.17  0.287

For the relative energy (zero: lowest compared OMol25 entry of this formula, charge and spin), the calculation gives 4.141 eV. The value obtained for the frontier orbital gap (spin up / spin down) is 7.599 / 6.809 eV. The value obtained for the LUMO energy (spin up / spin down) is -2.5 / -3.3 eV.

***

A 2-piece molecular cluster, C6H11N2O overall at a distorted geometry. Source: the OMol25 dataset; level of theory: ωB97M-V with the def2-TZVPD basis set.

Each line ends with the natural charge from an NBO analysis.
Atoms and positions in Å:
C 0.36 1.24 -1.49  -0.411
C -0.98 0.71 -1.47  0.250
C 1.17 1.20 -0.42  0.250
C 2.21 1.43 0.28  -0.455
C 1.05 -1.41 1.37  0.479
C -2.83 -0.52 -0.65  -0.428
N 0.29 -0.41 1.42  -0.761
N -1.57 0.20 -0.52  -0.437
O 1.98 -1.76 2.18  -0.651
H 0.74 1.66 -2.33  0.255
H -1.49 0.81 -2.40  0.212
H 2.97 0.78 0.39  0.239
H 2.23 2.26 0.99  0.262
H 0.90 -2.02 0.41  0.139
H -3.38 -0.21 -1.51  0.230
H -2.62 -1.58 -0.93  0.230
H -3.26 -0.39 0.38  0.241
H 0.62 0.33 2.00  0.375
H -1.05 -0.02 0.40  0.464
H 2.68 -2.29 1.92  0.517

For the relative energy (zero: lowest compared OMol25 entry of this formula, charge and spin), the calculation gives 3.946 eV. The value obtained for the frontier orbital gap is 9.554 eV. The value obtained for the LUMO energy is -4.2 eV. Its net charge is +1.

***

What is the relative energy (zero: lowest compared OMol25 entry of this formula, charge and spin) in the first record?
4.141 eV

***

Which of these has the lowest relative energy (zero: lowest compared OMol25 entry of this formula, charge and spin)?
C6H11N2O

***

Which of these has the highest relative energy (zero: lowest compared OMol25 entry of this formula, charge and spin)?
C2HCl2O2P

***

The highest relative energy (zero: lowest compared OMol25 entry of this formula, charge and spin) belongs to which entry?
C2HCl2O2P